Record 1
Here is a structure of composition C3HFO2Yb from OMol25. Energies are from the ωB97M-V functional and the def2-TZVPD basis.

Element x y z (Å)
F  2.712  0.523  -0.187
O  0.335  1.144  -1.229
O  -0.536  -0.201  0.354
C  1.264  0.432  -1.899
C  2.540  0.314  -1.654
C  0.009  0.825  0.019
H  3.240  -0.404  -2.071
Yb  -2.296  -1.112  2.028

Values from the calculation:
lowest unoccupied orbital energy (alpha / beta) = -11.056 / -11.057 eV
energy relative to the best compared isomer or geometry (same formula, charge and spin) = 0.0 kJ/mol
charge = +2
multiplicity = 3
frontier orbital gap (alpha / beta) = 5.468 / 5.556 eV

***

Record 2
Here is a structure of composition C25H21B2CaF4N6O9S5 from OMol25. Energies are from the ωB97M-V functional and the def2-TZVPD basis.

Element x y z (Å)
Ca  -0.229  -0.351  0.977
C  -2.889  0.421  4.842
C  -2.042  -0.105  3.728
N  -1.498  0.618  2.832
O  -1.630  1.968  2.928
B  -0.820  2.644  1.888
F  -1.206  3.955  1.808
F  -1.021  1.941  0.643
O  0.655  2.641  2.159
N  1.104  1.360  2.176
C  2.322  1.144  2.480
C  3.320  2.214  2.791
C  2.706  -0.306  2.545
N  1.801  -1.119  2.166
O  2.027  -2.449  2.311
B  0.828  -3.226  1.854
F  0.443  -2.676  0.582
F  1.199  -4.541  1.767
O  -0.337  -3.143  2.775
N  -0.814  -1.870  2.797
C  -1.694  -1.565  3.666
C  -2.292  -2.531  4.637
C  4.043  -0.715  3.075
H  -2.933  1.504  4.787
H  -2.489  0.123  5.813
H  -3.901  0.020  4.764
H  2.823  3.179  2.821
H  4.096  2.237  2.021
H  3.813  2.028  3.747
H  -1.992  -3.542  4.377
H  -3.380  -2.457  4.620
H  -1.962  -2.317  5.656
H  4.838  -0.274  2.468
H  4.130  -1.797  3.048
H  4.183  -0.369  4.101
O  -3.262  -0.470  -6.888
C  -2.603  -0.894  -5.982
S  -3.272  -1.691  -4.561
C  -1.756  -2.077  -3.742
C  -0.526  -1.576  -4.436
S  0.973  -1.686  -3.850
S  -0.823  -0.793  -5.968
S  -1.748  -2.802  -2.315
S  2.771  2.505  -1.871
C  1.346  1.866  -1.143
N  1.371  0.615  -0.826
C  2.599  0.051  -1.163
C  2.960  -1.283  -0.959
C  4.222  -1.685  -1.340
C  5.126  -0.786  -1.922
C  4.781  0.532  -2.135
C  3.506  0.943  -1.747
H  0.491  2.498  -0.948
H  2.254  -1.976  -0.522
H  4.516  -2.716  -1.189
H  6.109  -1.133  -2.216
H  5.474  1.225  -2.593
O  -3.954  -0.226  0.134
C  -3.013  -0.244  -0.650
O  -1.922  -0.909  -0.539
C  -3.132  0.564  -1.935
C  -4.386  0.944  -2.395
C  -4.525  1.643  -3.587
C  -3.405  2.009  -4.315
C  -2.161  1.652  -3.820
C  -2.001  0.920  -2.656
N  -0.964  2.084  -4.561
O  0.125  1.830  -4.082
O  -1.124  2.650  -5.627
H  -5.246  0.669  -1.798
H  -5.509  1.912  -3.949
H  -3.476  2.562  -5.239
H  -1.019  0.624  -2.313

Values from the calculation:
lowest unoccupied orbital energy = 0.583 eV
energy relative to the best compared isomer or geometry (same formula, charge and spin) = 0.0 kJ/mol
charge = -1
multiplicity = 1
frontier orbital gap = 6.598 eV

***

Record 3
Here is a structure of composition C34H38FN7O4SiZr from OMol25. Energies are from the ωB97M-V functional and the def2-TZVPD basis.

Element x y z (Å)
Zr  0.130  -0.736  0.539
C  -2.131  1.176  -1.091
C  -2.150  0.883  -2.571
C  -1.672  2.018  -3.394
C  -2.351  2.410  -4.548
C  -1.884  3.500  -5.248
C  -0.674  4.002  -4.907
C  -0.059  3.549  -3.735
N  -0.534  2.554  -2.990
N  -2.071  -0.028  -0.114
C  -2.801  -1.216  -0.609
C  -2.679  -2.346  0.396
C  -3.741  -3.200  0.592
C  -3.657  -4.162  1.575
C  -2.484  -4.253  2.318
C  -1.473  -3.322  2.019
N  -1.486  -2.421  1.041
C  -2.506  0.392  1.241
C  -1.711  1.531  1.590
C  -2.318  2.730  1.847
C  -1.544  3.854  2.077
C  -0.167  3.711  1.937
C  0.365  2.502  1.588
N  -0.408  1.436  1.400
H  -2.992  1.855  -0.870
H  -1.280  1.736  -0.882
H  -3.057  0.479  -2.876
H  -1.453  0.091  -2.768
H  -3.199  1.743  -4.795
H  -2.367  3.876  -6.141
H  -0.117  4.770  -5.408
H  0.868  4.049  -3.406
H  -2.386  -1.517  -1.523
H  -3.882  -1.024  -0.677
H  -4.721  -2.965  0.110
H  -4.419  -4.840  1.650
H  -2.332  -5.047  3.061
H  -0.599  -3.400  2.698
H  -2.422  -0.496  1.877
H  -3.601  0.660  1.290
H  -3.415  2.752  1.982
H  -2.016  4.731  2.371
H  0.545  4.533  2.021
H  1.431  2.303  1.338
C  -0.627  0.187  4.577
C  0.360  -0.816  4.017
N  0.633  -1.155  2.737
C  1.594  -2.148  2.795
C  2.001  -2.347  4.057
N  1.233  -1.436  4.789
C  2.992  -3.187  4.768
O  3.879  -3.804  4.066
O  2.989  -3.219  5.968
C  2.121  -2.635  1.545
O  3.113  -3.272  1.496
O  1.484  -2.263  0.513
H  -1.184  0.883  3.899
H  -0.127  0.676  5.374
H  -1.405  -0.392  5.109
H  1.419  -1.405  5.798
H  3.706  -3.644  3.088
C  4.100  -0.535  -1.187
Si  2.858  0.699  -0.405
C  2.994  0.429  1.505
C  3.325  2.442  -0.789
N  1.202  0.253  -0.944
C  1.102  -0.140  -2.301
C  1.594  0.479  -3.486
C  1.507  -0.149  -4.681
C  0.950  -1.416  -4.874
C  0.274  -2.005  -3.732
C  0.474  -1.386  -2.559
F  -0.157  -1.960  -1.438
H  3.856  -0.706  -2.217
H  4.019  -1.515  -0.728
H  5.103  -0.114  -1.017
H  3.712  1.204  1.744
H  3.463  -0.531  1.717
H  2.161  0.521  2.226
H  3.990  2.877  -0.123
H  2.489  3.116  -1.046
H  3.841  2.379  -1.716
H  1.961  1.538  -3.428
H  1.939  0.435  -5.468
H  0.711  -1.834  -5.847
H  -0.230  -2.956  -3.807

Values from the calculation:
lowest unoccupied orbital energy = -5.951 eV
energy relative to the best compared isomer or geometry (same formula, charge and spin) = 14.4 kJ/mol
charge = +2
multiplicity = 1
frontier orbital gap = 7.319 eV

***

Record 4
Here is the molecule C5H9NO7 from OMol25. Energies are from the ωB97M-V functional and the def2-TZVPD basis.

Element x y z (Å)
C  1.118  -1.521  -0.529
C  0.565  -0.100  -0.586
C  1.563  0.887  -1.184
O  1.539  2.087  -1.128
O  -0.439  -0.008  -1.590
O  0.257  0.318  -2.848
C  -0.202  0.284  0.680
C  -0.839  1.681  0.685
O  -1.970  1.852  1.478
O  -1.260  -0.676  0.769
N  -1.033  -1.453  2.137
O  -1.107  -0.751  3.121
O  -0.870  -2.636  1.974
H  1.936  -1.582  0.201
H  0.311  -2.206  -0.250
H  1.494  -1.764  -1.530
H  2.301  0.291  -1.763
H  -0.289  -0.174  -3.502
H  0.463  0.173  1.544
H  -0.100  2.408  1.048
H  -1.109  1.926  -0.352
H  -2.332  0.964  1.626

Values from the calculation:
lowest unoccupied orbital energy = -0.649 eV
energy relative to the best compared isomer or geometry (same formula, charge and spin) = 611.9 kJ/mol
multiplicity = 1
SMILES = C[C@@](C=O)(OO)[C@@H](CO)O[N+](=O)[O-]
frontier orbital gap = 9.372 eV

***

Record 5
Here is a cluster of 7 separate species, C14H28Cl14 in total from OMol25. Energies are from the ωB97M-V functional and the def2-TZVPD basis.

Element x y z (Å)
Cl  2.448  -2.971  -3.490
C  2.651  -1.266  -4.044
C  4.052  -1.143  -4.609
Cl  4.156  -1.939  -6.195
H  2.523  -0.543  -3.228
H  1.868  -1.040  -4.775
H  4.840  -1.626  -4.036
H  4.213  -0.077  -4.773
Cl  1.388  0.536  3.454
C  1.679  -0.955  4.404
C  1.450  -2.160  3.562
Cl  -0.242  -2.377  3.113
H  0.918  -0.986  5.200
H  2.667  -0.806  4.812
H  1.666  -3.029  4.193
H  2.028  -2.214  2.638
Cl  -2.978  2.544  -1.249
C  -3.851  1.628  -2.509
C  -5.332  1.917  -2.366
Cl  -6.233  1.016  -3.636
H  -3.702  0.545  -2.498
H  -3.468  1.966  -3.502
H  -5.530  2.977  -2.589
H  -5.755  1.547  -1.444
Cl  -3.085  5.669  2.362
C  -2.363  4.035  2.083
C  -0.871  4.154  1.912
Cl  0.018  4.699  3.351
H  -2.700  3.622  1.123
H  -2.671  3.370  2.869
H  -0.623  4.915  1.155
H  -0.472  3.216  1.536
Cl  -0.009  -0.938  -2.219
C  0.063  -1.117  -0.426
C  -0.083  0.252  0.208
Cl  1.237  1.386  -0.108
H  1.075  -1.517  -0.244
H  -0.700  -1.736  0.027
H  0.007  0.056  1.271
H  -0.993  0.811  -0.043
Cl  6.667  0.172  -0.793
C  6.015  -1.466  -0.791
C  4.529  -1.478  -0.830
Cl  3.868  -1.000  0.732
H  6.330  -2.059  0.049
H  6.446  -1.934  -1.685
H  4.148  -2.495  -0.990
H  4.199  -0.763  -1.581
Cl  -2.915  0.456  2.190
C  -3.245  -1.298  2.115
C  -4.635  -1.544  1.551
Cl  -4.869  -3.312  1.420
H  -3.191  -1.682  3.124
H  -2.504  -1.727  1.442
H  -4.737  -1.143  0.536
H  -5.393  -1.150  2.220

Values from the calculation:
lowest unoccupied orbital energy = 0.310 eV
energy relative to the best compared isomer or geometry (same formula, charge and spin) = 66.7 kJ/mol
multiplicity = 1
SMILES = ClCCCl.ClCCCl.ClCCCl.ClCCCl.ClCCCl.ClCCCl.ClCCCl
frontier orbital gap = 10.830 eV